Computed, not measured: a cluster of 7 separate species, C30H74O3 in total in a non-equilibrium geometry, with the ωB97M-V functional and the def2-TZVPD basis.

Each line ends with the Mulliken charge.
Atoms and positions in Å:
C -2.050 -1.518 0.417  -1.12
C -1.928 -0.315 1.132  0.94
C -1.426 -0.647 2.632  -3.15
C 0.098 -0.920 2.650  0.69
C 0.708 -1.203 4.024  -0.62
C 2.221 -1.433 3.940  -1.15
H -2.897 -2.350 0.815  0.29
H -1.123 -2.000 0.550  0.07
H -2.540 -1.309 -0.578  0.36
H -2.993 0.146 1.224  0.34
H -1.265 0.331 0.802  -0.37
H -2.005 -1.409 3.156  0.45
H -1.510 -0.056 3.263  1.52
H 0.619 -0.187 2.254  -0.15
H 0.322 -1.832 2.173  0.47
H 0.387 -2.085 4.587  0.35
H 0.535 -0.228 4.482  0.19
H 2.579 -1.566 4.875  0.56
H 2.561 -0.555 3.333  0.21
H 2.443 -2.568 3.650  0.21
C -0.286 2.965 2.531  0.18
C 0.173 3.806 3.606  -1.31
C -0.828 4.729 4.532  -0.55
C -1.538 3.644 5.530  -0.42
C -2.195 4.263 6.793  -0.84
C -3.420 5.117 6.515  -1.18
H 0.490 2.654 1.864  -0.04
H -1.161 3.461 2.055  0.19
H -0.538 1.972 2.902  -0.15
H 0.876 4.686 3.231  0.31
H 0.993 3.450 4.039  0.92
H -1.738 5.188 3.990  0.15
H -0.325 5.454 5.312  0.32
H -0.721 2.933 5.952  0.21
H -2.373 3.070 5.091  0.29
H -1.484 4.776 7.207  0.55
H -2.451 3.414 7.334  0.41
H -3.288 5.974 5.595  0.16
H -3.866 5.749 7.160  0.48
H -4.191 4.519 6.058  0.31
C 0.815 1.357 -0.868  -0.94
C 1.498 0.007 -1.031  -0.08
C 2.844 -0.281 -0.267  -0.50
C 3.182 -1.759 -0.008  0.10
C 4.646 -2.046 0.398  -0.96
C 5.810 -1.885 -0.644  -1.37
H 1.314 2.154 -1.437  0.33
H 0.849 1.437 0.128  -0.13
H -0.178 1.450 -1.133  0.33
H 1.632 -0.341 -1.997  0.83
H 0.733 -0.558 -0.531  -0.43
H 2.796 0.091 0.759  0.10
H 3.524 0.192 -0.866  0.50
H 3.065 -2.451 -0.834  0.36
H 2.619 -2.021 0.908  -0.29
H 4.530 -3.071 0.827  0.50
H 4.956 -1.464 1.211  0.41
H 6.594 -1.951 -0.129  0.56
H 5.634 -0.840 -1.170  0.20
H 5.876 -2.722 -1.267  0.35
C -3.150 -7.980 -4.368  -1.33
C -1.615 -8.267 -4.612  -0.62
C -0.788 -7.142 -4.125  -0.36
C -0.946 -6.602 -2.647  -0.60
C 0.062 -5.527 -2.429  -0.15
C -0.166 -4.703 -1.127  -1.12
H -3.647 -7.862 -3.364  0.31
H -3.753 -8.844 -4.700  0.37
H -3.430 -7.116 -4.876  0.38
H -1.457 -8.434 -5.620  0.38
H -1.553 -9.194 -4.093  0.32
H -0.841 -6.225 -4.825  0.20
H 0.145 -7.721 -4.261  0.23
H -0.867 -7.364 -1.834  0.26
H -2.036 -6.259 -2.560  0.31
H -0.068 -4.829 -3.319  0.26
H 1.098 -6.178 -2.421  0.19
H 0.538 -3.792 -1.322  0.13
H -0.147 -5.276 -0.193  0.42
H -1.214 -4.512 -1.075  0.40
C -2.755 1.690 -2.382  -0.64
C -2.602 2.803 -3.432  -0.01
O -3.201 2.492 -4.698  -0.62
H -2.040 0.818 -2.606  0.19
H -3.928 1.187 -2.307  0.31
H -2.744 1.977 -1.246  0.18
H -1.581 2.980 -3.575  0.01
H -2.980 3.800 -3.122  0.29
H -2.773 3.039 -5.569  0.33
C 3.546 1.511 -4.062  -0.92
C 2.062 1.825 -4.581  0.17
O 2.026 1.666 -5.991  -0.56
H 3.812 1.729 -2.931  0.18
H 4.230 2.073 -4.710  0.40
H 3.651 0.405 -4.285  0.25
H 1.791 2.922 -4.438  0.12
H 1.239 1.182 -4.039  0.08
H 1.303 2.129 -6.413  0.30
C -0.525 6.177 0.336  -1.14
C -0.012 5.428 -0.823  0.27
O -1.001 5.423 -1.781  -0.49
H -0.760 7.251 -0.014  0.35
H 0.256 6.425 1.087  0.34
H -1.330 5.632 0.969  0.17
H 0.294 4.414 -0.519  -0.07
H 0.778 6.122 -1.201  0.31
H -0.527 5.308 -2.621  0.29

As for the energy above the lowest of the compared OMol25 structures with the same formula, charge and spin: 0.000 eV. For the frontier orbital gap, the calculation gives 10.0 eV. Its SMILES is CCCCCC.CCCCCC.CCCCCC.CCCCCC.CCO.CCO.CCO. The multiplicity is 1. The net charge is 0. The value obtained for the molar mass is 482.92 g mol⁻¹. Its calculated total energy is -38439.140 eV.